(1)
Here is a 2-piece molecular cluster, CH8N2O overall from the OMol25 dataset. Energies are from wB97M-V/def2-TZVPD.

Orbital gap: 10.05 eV
Lowest unoccupied orbital energy: 0.959 eV
HOMO level: -9.09 eV
SMILES string: NCN.O

Geometry as ORCA input:
```
! RIJCOSX wB97M-V def2-TZVPD def2/J DEFGRID3
* xyz 0 1
N 1.38 -1.11 -2.24
C 2.35 -0.58 -1.28
N 1.85 -0.08 0.01
H 0.79 -1.73 -1.68
H 0.75 -0.35 -2.53
H 3.06 -1.36 -1.06
H 2.92 0.26 -1.69
H 0.99 0.45 0.09
H 1.79 -0.87 0.64
O -5.51 2.06 3.38
H -5.31 1.89 2.43
H -5.05 1.42 3.92
*
```

(2)
Here is a 3-piece molecular cluster, CH8N2O overall from the OMol25 dataset. Energies are from wB97M-V/def2-TZVPD.

Orbital gap: 6.15 eV
Lowest unoccupied orbital energy: -3.503 eV
HOMO level: -9.65 eV

Geometry as ORCA input:
```
! RIJCOSX wB97M-V def2-TZVPD def2/J DEFGRID3
* xyz 0 1
N -2.33 1.14 0.27
H -1.70 0.99 -0.50
H -1.77 1.13 1.07
H -0.39 -3.71 -0.98
H -2.95 0.35 0.36
N 1.48 0.62 -0.88
C 1.16 -0.49 -0.08
O 0.36 -0.47 1.01
H 0.68 0.95 -1.51
H -0.35 -3.00 -1.29
H 0.50 -1.27 -0.72
H 2.10 -1.01 0.25
*
```

Short version: (1) is the most stable of them.

(1)
Here is an isolated ion of composition C3H3N2O and charge +1 from the OMol25 dataset. Energies are from wB97M-V/def2-TZVPD.

Orbital gap (alpha / beta): 10.52 / 6.55 eV
Lowest unoccupied orbital energy (alpha / beta): -5.678 / -10.248 eV
HOMO level (alpha / beta): -16.20 / -16.80 eV

Geometry as ORCA input:
```
! RIJCOSX wB97M-V def2-TZVPD def2/J DEFGRID3
* xyz 1 3
C -1.05 -0.22 -0.07
C 0.29 1.99 -0.09
C 0.24 0.54 0.15
N 0.40 3.15 0.00
N -2.19 0.22 -0.02
O -3.12 0.88 0.15
H -0.91 -1.34 -0.23
H 0.21 0.46 1.20
H 1.12 0.03 -0.26
*
```

(2)
Here is an isolated ion of composition C3H3N2O and charge +1 from the OMol25 dataset. Energies are from wB97M-V/def2-TZVPD.

Orbital gap (alpha / beta): 6.37 / 10.26 eV
Lowest unoccupied orbital energy (alpha / beta): -6.868 / -7.744 eV
HOMO level (alpha / beta): -13.24 / -18.00 eV

Geometry as ORCA input:
```
! RIJCOSX wB97M-V def2-TZVPD def2/J DEFGRID3
* xyz 1 3
C -3.41 -0.30 -0.02
C -1.25 -0.48 0.12
C 0.07 -0.21 -0.04
N -2.27 -1.04 0.05
N -4.59 0.10 -0.10
O -3.19 0.99 0.03
H 0.36 -0.44 -0.99
H 0.74 -0.77 0.60
H 0.09 0.92 0.02
*
```

Short version: (1) is the most stable of them.

(1)
Here is a 2-piece molecular cluster, C9H15P overall from the OMol25 dataset. Energies are from wB97M-V/def2-TZVPD.

Orbital gap: 8.69 eV
Lowest unoccupied orbital energy: 0.464 eV
HOMO level: -8.22 eV
SMILES string: C/C=P/C1CCCC1.C#C

Geometry as ORCA input:
```
! RIJCOSX wB97M-V def2-TZVPD def2/J DEFGRID3
* xyz 0 1
C 1.65 1.80 -2.45
C 1.28 0.87 -1.34
P -0.03 1.22 -0.31
C -0.03 -0.47 0.54
C -0.20 -1.70 -0.43
C -1.48 -2.43 -0.19
C -2.30 -1.27 0.50
C -1.30 -0.59 1.42
H 2.74 1.77 -2.71
H 0.97 1.43 -3.26
H 1.43 2.90 -2.26
H 1.74 -0.01 -1.54
H 0.95 -0.51 1.22
H 0.66 -2.48 -0.12
H -0.04 -1.25 -1.40
H -1.33 -3.26 0.50
H -2.05 -2.89 -0.97
H -2.69 -0.65 -0.25
H -3.29 -1.59 1.05
H -1.68 0.27 2.07
H -1.14 -1.40 2.18
C 1.96 2.15 1.90
C 1.10 2.99 2.04
H 2.73 1.40 1.80
H 0.32 3.69 2.02
*
```

(2)
Here is a single C9H15P molecule from the OMol25 dataset. Energies are from wB97M-V/def2-TZVPD.

Orbital gap (alpha / beta): 7.00 / 6.15 eV
Lowest unoccupied orbital energy (alpha / beta): 0.008 / -0.584 eV
HOMO level (alpha / beta): -6.99 / -6.73 eV
SMILES string: CC(C)=C=C=P(C)=C(C)C

Geometry as ORCA input:
```
! RIJCOSX wB97M-V def2-TZVPD def2/J DEFGRID3
* xyz 0 1
C -3.85 0.80 0.55
C -2.93 -0.33 0.16
C -3.56 -1.56 -0.35
C -1.69 0.05 -0.22
C -0.52 0.41 -0.58
P 1.05 0.72 0.35
C 1.81 2.36 -0.19
C 2.43 -0.34 0.28
C 3.83 0.12 0.10
C 2.23 -1.80 0.06
H -4.84 0.83 0.10
H -4.25 0.87 1.59
H -3.39 1.67 0.32
H -4.15 -1.32 -1.26
H -2.81 -2.25 -0.50
H -4.30 -2.03 0.33
H 2.28 2.06 -1.09
H 2.62 2.76 0.56
H 0.93 2.91 -0.39
H 4.03 0.00 -0.93
H 3.82 1.20 0.21
H 4.58 -0.31 0.65
H 1.18 -2.17 -0.18
H 3.01 -2.30 -0.58
H 2.48 -2.37 1.01
*
```

Short version: (1) is the most stable of them.

(1)
Here is a 2-piece molecular cluster, H3NO2S2 overall from the OMol25 dataset. Energies are from wB97M-V/def2-TZVPD.

Orbital gap (alpha / beta): 6.05 / 5.98 eV
Lowest unoccupied orbital energy (alpha / beta): -3.214 / -3.261 eV
HOMO level (alpha / beta): -9.26 / -9.24 eV

Geometry as ORCA input:
```
! RIJCOSX wB97M-V def2-TZVPD def2/J DEFGRID3
* xyz 0 1
N 1.84 0.30 -0.39
O -0.71 -1.68 -0.45
O -0.16 0.69 -0.39
S -2.82 0.35 -0.17
S -1.03 -0.39 0.10
H 2.01 1.11 -0.91
H 1.88 0.31 0.63
H -1.00 -0.68 1.58
*
```

(2)
Here is a 2-piece molecular cluster, H3NO2S2 overall from the OMol25 dataset. Energies are from wB97M-V/def2-TZVPD.

Orbital gap: 7.36 eV
Lowest unoccupied orbital energy: -1.655 eV
HOMO level: -9.02 eV

Geometry as ORCA input:
```
! RIJCOSX wB97M-V def2-TZVPD def2/J DEFGRID3
* xyz 0 1
N -1.26 -0.20 0.04
O 0.94 1.24 -0.28
O -0.52 -0.94 0.91
S 3.06 -0.53 -0.73
S 1.94 0.44 0.48
H -2.21 -0.21 0.44
H -1.16 -0.54 -1.05
H -0.80 0.75 0.19
*
```

Short version: (2) is the most stable of them.